(1)
{"formula": "C35H29ClIrN3O5PSTe", "method": "ωB97M-V with the def2-TZVPD basis set", "largest_force_ev_per_a": 1.6, "orbital_gap_ev": [7.0, 3.5], "s2": 8.777, "multiplicity": 6, "total_charge": 2, "species": ["Ir", "Te", "Cl", "S", "P", "O", "O", "O", "O", "O", "N", "N", "N", "C", "C", "C", "C", "C", "C", "C", "C", "C", "C", "C", "C", "C", "C", "C", "C", "C", "C", "C", "C", "C", "C", "C", "C", "C", "C", "C", "C", "C", "C", "C", "C", "C", "C", "C", "H", "H", "H", "H", "H", "H", "H", "H", "H", "H", "H", "H", "H", "H", "H", "H", "H", "H", "H", "H", "H", "H", "H", "H", "H", "H", "H", "H", "H"], "xyz": [[-0.53890, -0.63570, -0.68650], [2.29220, 1.10350, 2.20540], [-2.83680, -6.01170, -1.36410], [-1.42660, -2.22330, 3.57520], [-0.88510, 1.51650, -1.82090], [1.51110, -0.95680, 0.47120], [1.73430, -0.39930, -1.57320], [0.13510, 2.37220, 2.20070], [3.23040, 0.14070, -0.13330], [0.42830, 1.51900, 0.19580], [-1.17030, -2.47420, -1.86410], [-1.53910, -1.19690, 1.24900], [2.18790, -0.39090, -0.43700], [-1.11670, -3.55640, -3.98230], [-2.42370, -0.50000, 2.00970], [2.12790, 4.10510, -4.12920], [-2.05900, 0.96600, -3.10720], [1.68770, 2.62130, -2.29390], [4.95570, -0.76710, 5.03710], [-0.07260, 3.19740, -3.83560], [2.73310, 0.20040, 5.01440], [-2.72360, 3.60850, -1.41460], [-2.07300, -4.67030, -2.10840], [-0.84510, -2.47750, -3.15630], [-1.60040, 0.62960, -4.38390], [-3.25090, 4.67250, -0.69770], [-1.74050, -4.67570, -3.45920], [-2.49200, 0.17570, -5.33820], [-3.39690, 0.74130, -2.77440], [-1.71640, 2.82350, -0.86270], [1.65190, 0.87770, 4.24590], [2.68390, 0.10090, 6.39610], [-1.25570, 3.12990, 0.42540], [2.56240, 3.42410, -3.00510], [0.80890, 3.99360, -4.54010], [3.86290, -0.27890, 4.31900], [-1.79540, 4.19070, 1.14500], [-3.83300, 0.01860, -5.02060], [-1.76770, -3.54230, -1.34880], [4.88320, -0.88020, 6.40900], [-4.28100, 0.29210, -3.73760], [3.84110, -0.29400, 2.84430], [3.74590, -0.45030, 7.09380], [0.36820, 2.49310, -2.71180], [-0.16970, 2.30500, 0.99860], [-0.94700, -2.13480, 1.94250], [-2.78870, 4.96740, 0.57710], [-2.50470, -0.92020, 3.29850], [3.70480, -0.52440, 8.16960], [-1.09990, 3.12360, -4.16400], [5.83880, -1.09140, 4.51050], [-5.31800, 0.14480, -3.48740], [-2.01860, -3.52340, -0.29980], [3.49430, -1.26060, 2.46230], [-1.96090, -5.53560, -4.07180], [5.70340, -1.31320, 6.95670], [-3.09670, 3.40060, -2.40710], [-0.55630, 0.75200, -4.63470], [1.82580, 0.47650, 6.93170], [-3.19790, 5.80460, 1.12030], [-3.73970, 0.95130, -1.77010], [2.04740, 2.10180, -1.42260], [-0.21670, -2.80520, 1.52980], [-2.99990, 0.29350, 1.57080], [1.41350, 1.86100, 4.65700], [-0.34110, -1.59750, -3.52720], [-4.52850, -0.31510, -5.77490], [3.58820, 3.50900, -2.68440], [-0.83080, -3.52510, -5.02150], [4.80590, -0.07920, 2.38850], [-3.14290, -0.55670, 4.07680], [-4.03180, 5.27400, -1.13900], [0.72080, 0.30400, 4.25920], [2.81360, 4.72310, -4.68690], [-1.41210, 4.40360, 2.13040], [-2.14590, -0.05650, -6.33340], [0.45980, 4.52390, -5.41380]], "forces_ev_per_angstrom": [[-0.6, 0.4, -0.4], [-0.3, 0.7, 0.5], [0.0, 0.0, 0.0], [-0.2, 0.2, -0.4], [-0.3, -0.9, -0.2], [-0.9, -0.6, 0.8], [0.0, 0.0, -0.8], [0.4, -0.1, 1.0], [1.3, 0.6, 0.1], [0.4, 0.3, 0.3], [0.4, 0.5, 0.2], [0.5, -0.3, -0.4], [0.1, -0.6, -0.6], [0.0, 0.1, 0.1], [-0.4, 0.1, 0.5], [0.0, 0.0, 0.0], [0.0, 0.2, 0.1], [0.0, -0.1, 0.0], [0.7, -0.1, 0.9], [0.1, 0.0, 0.2], [-1.2, 0.5, 1.0], [0.0, -0.1, 0.0], [0.2, 0.5, -0.1], [0.1, -0.2, -0.4], [-0.2, 0.1, 0.2], [0.0, 0.0, 0.0], [-0.1, 0.1, 0.3], [0.0, -0.2, 0.0], [0.3, 0.2, -0.1], [-0.1, 0.0, 0.2], [0.1, -0.1, -0.3], [-0.2, 0.1, -0.1], [-0.2, 0.0, -0.1], [0.0, 0.1, -0.1], [0.0, 0.1, -0.1], [0.6, -0.5, -1.2], [0.1, -0.1, -0.1], [0.0, 0.0, 0.0], [-0.3, -0.6, 0.0], [0.9, -0.3, -1.2], [0.0, -0.2, 0.0], [0.1, 0.1, 0.5], [-0.8, 0.4, 0.2], [-0.1, -0.3, 0.0], [-0.1, -0.2, -0.6], [-0.1, -0.1, 0.4], [0.0, 0.0, 0.0], [0.1, -0.1, -0.1], [0.0, 0.0, 0.1], [0.0, 0.0, 0.0], [0.1, -0.1, -0.1], [-0.2, 0.0, 0.0], [-0.1, 0.1, 0.1], [-0.3, 0.0, -0.2], [0.0, -0.1, -0.1], [0.1, -0.1, 0.1], [0.0, 0.0, -0.1], [0.1, 0.0, -0.1], [-0.1, 0.0, 0.0], [-0.1, 0.1, 0.1], [-0.1, 0.0, 0.0], [0.0, -0.1, 0.0], [0.2, -0.1, -0.1], [-0.1, 0.2, -0.1], [0.0, 0.0, -0.1], [0.0, 0.0, 0.0], [-0.1, 0.0, -0.1], [0.1, 0.0, 0.0], [0.0, 0.0, -0.1], [0.1, -0.2, 0.0], [-0.2, 0.2, 0.2], [0.0, 0.1, 0.0], [0.0, 0.0, -0.1], [0.1, 0.1, -0.1], [0.0, 0.0, 0.1], [0.1, 0.0, -0.1], [0.0, 0.1, 0.0]], "lowdin_charge": [1.168, 1.942, 0.743, 1.078, 1.018, -0.213, -0.026, -0.113, -0.044, -0.293, -0.074, -0.167, -0.630, -0.014, -0.216, -0.055, -0.389, -0.075, 0.023, -0.094, -0.215, -0.060, -0.640, -0.123, -0.124, -0.036, -0.046, -0.062, -0.107, -0.247, -0.306, 0.015, -0.137, -0.054, -0.054, -0.209, 0.006, -0.058, -0.151, 0.013, -0.062, -0.293, 0.034, -0.306, -0.639, -0.496, -0.039, -0.351, 0.137, 0.105, 0.137, 0.111, 0.095, 0.106, 0.124, 0.133, 0.110, 0.112, 0.136, 0.116, 0.105, 0.074, 0.080, 0.120, 0.096, 0.098, 0.113, 0.112, 0.122, 0.093, 0.079, 0.118, 0.081, 0.113, 0.123, 0.114, 0.115]}


(2)
{"formula": "C2H10N3", "method": "ωB97M-V with the def2-TZVPD basis set", "largest_force_ev_per_a": 1.7, "orbital_gap_ev": 10.9, "total_charge": 1, "smiles": "NC[NH2+]CN", "species": ["N", "N", "N", "C", "C", "H", "H", "H", "H", "H", "H", "H", "H", "H", "H"], "xyz": [[-0.21558, -1.60737, 1.33419], [0.66696, 0.39852, 0.26966], [-0.40364, 1.23168, -1.78141], [0.01522, -0.16913, 1.46621], [0.09865, 0.08265, -1.21656], [0.11854, 1.62353, -2.54390], [0.91539, -0.44555, -1.69313], [1.65403, 0.18374, 0.27908], [0.63250, 1.38664, 0.38254], [-0.84216, 0.46219, 1.68564], [-1.37542, 1.46701, -1.71449], [-1.05884, -1.85923, 1.82959], [0.71719, -0.11013, 2.29979], [-0.61991, -0.69837, -0.98642], [-0.30295, -1.94618, 0.38922]], "forces_ev_per_angstrom": [[-0.2, 0.5, -0.1], [0.6, -0.6, -0.6], [0.7, 0.0, -0.3], [0.1, -1.3, 0.6], [-0.6, -0.7, 1.5], [-0.2, 0.2, -0.1], [0.3, 0.6, -0.4], [0.4, -0.4, 0.1], [-0.1, 1.2, -0.2], [-0.4, -0.2, -0.1], [-0.1, -0.2, -0.1], [0.0, -0.2, 0.1], [0.0, 0.7, -0.1], [-0.5, 0.3, -0.2], [-0.1, 0.0, -0.1]], "lowdin_charge": [0.038, 0.073, 0.069, -0.213, -0.163, 0.107, 0.141, 0.164, 0.146, 0.134, 0.108, 0.092, 0.134, 0.112, 0.058]}